# 1
{"formula": "C32H46F21NO14PS", "method": "wB97M-V/def2-TZVPD", "elements": ["S", "P", "F", "F", "F", "F", "F", "F", "F", "F", "F", "F", "F", "F", "F", "F", "F", "F", "F", "F", "F", "F", "F", "O", "O", "O", "O", "O", "O", "O", "O", "O", "O", "O", "O", "O", "O", "N", "C", "C", "C", "C", "C", "C", "C", "C", "C", "C", "C", "C", "C", "C", "C", "C", "C", "C", "C", "C", "C", "C", "C", "C", "C", "C", "C", "C", "C", "C", "C", "C", "H", "H", "H", "H", "H", "H", "H", "H", "H", "H", "H", "H", "H", "H", "H", "H", "H", "H", "H", "H", "H", "H", "H", "H", "H", "H", "H", "H", "H", "H", "H", "H", "H", "H", "H", "H", "H", "H", "H", "H", "H", "H", "H", "H", "H", "H"], "xyz": [[-7.0725, -3.1095, 0.8006], [-6.5482, -5.9526, 0.3115], [8.0964, 7.5541, -1.8172], [0.4292, -1.0556, 1.4238], [0.5947, -0.7813, -0.7151], [-1.2217, 5.7919, 0.5189], [-4.6952, -6.1310, 3.2392], [-0.3019, -10.8374, 8.5430], [0.3857, -9.1301, 9.6848], [6.0698, 2.0320, -1.3349], [3.5491, 9.5616, -9.1196], [-2.1781, 6.3991, -1.3295], [4.2599, 3.1871, -1.6039], [0.3163, -9.0347, 7.5254], [7.0332, 5.7441, -1.3050], [7.9551, 6.9367, 0.2515], [-3.7493, -6.0411, 5.1795], [2.2476, 8.8537, -7.5395], [1.9878, 10.8419, -8.3440], [-4.7156, -7.8696, 4.5285], [4.5605, 1.3581, -2.7241], [-0.2793, -2.5928, 0.0733], [-0.4286, 7.4503, -0.6148], [4.9821, 3.4106, -4.3443], [5.8899, 8.9363, -1.1638], [5.1237, 7.1238, -0.0521], [-2.4282, -7.3370, 2.3294], [6.9531, 3.6996, -3.2764], [-2.4361, -9.6214, 9.5903], [-1.7663, 0.4248, -0.3784], [0.8278, 5.6257, -2.1895], [-2.1323, -8.0295, 8.0196], [-2.3944, -1.2468, 1.0084], [4.5980, 9.5006, -6.4645], [3.9788, 11.6576, -6.7274], [-0.5776, 4.0567, -1.3788], [-1.8784, -7.7722, 4.4755], [-7.4419, -4.2262, -1.6074], [-3.7452, -0.7171, 1.1285], [1.3677, 2.6007, -1.2809], [5.4372, 4.1897, -5.4701], [0.3893, -7.2341, 3.7528], [5.6025, 9.8723, -5.4934], [-3.9988, -6.3528, -0.6930], [-4.6018, -1.0893, -0.0528], [2.8886, 9.9261, -8.0109], [-0.9988, 6.2471, -0.7152], [-3.8016, -9.1866, 9.7811], [5.0033, 10.1181, -4.1281], [-0.3092, -9.5018, 8.6007], [-2.6654, -7.3247, 3.4994], [-4.7094, -9.7123, 8.6913], [-0.1073, 5.2737, -1.5251], [7.2977, 6.9915, -0.9140], [5.8437, 3.2600, -3.3496], [2.9210, 7.5919, -0.9922], [3.8481, 7.7648, 0.1887], [-1.5673, -0.5860, 0.2385], [-1.7474, -8.9466, 8.6795], [-8.2174, -6.6886, -0.0295], [-0.6160, -8.3223, 4.0622], [-6.5020, -4.3253, -0.4227], [0.1307, 2.9958, -2.0564], [5.1764, 2.4365, -2.2277], [6.0036, 7.8184, -0.7477], [-3.9895, -6.8148, 4.1081], [6.3311, 3.3786, -6.3816], [-5.4307, -6.9331, -0.8069], [3.8834, 10.4909, -6.9729], [-0.1848, -1.2765, 0.2495], [-4.0871, -9.5846, 10.7526], [-0.5701, 2.1654, -2.1020], [-5.4601, -7.9932, -0.5394], [-4.6432, -10.7995, 8.6332], [0.0676, -6.6344, 2.9023], [-3.8295, -8.0988, 9.8367], [4.0154, 8.8098, 0.4465], [0.5025, -6.5702, 4.6107], [-3.2396, -7.1402, -0.6527], [-7.5284, -3.7595, 1.8975], [-5.7536, -6.7901, -1.8492], [7.2482, 3.0840, -5.8729], [-3.6869, 0.3614, 1.2801], [4.5288, 4.4925, -5.9860], [-7.1618, -3.4085, -2.1409], [6.1497, 10.7419, -5.8567], [-7.2508, -5.0251, -2.2096], [-0.2824, -8.9240, 4.9053], [1.9422, 8.0109, -0.7700], [6.2907, 9.0300, -5.4659], [-4.4351, -9.3047, 7.7190], [-8.4336, -6.7605, -1.1031], [-3.9097, -5.7559, 0.2218], [-0.7684, -8.9831, 3.2084], [5.9375, 5.0877, -5.1075], [-3.8136, -5.6576, -1.5135], [-5.7414, -9.4333, 8.9017], [-5.6211, -0.7512, 0.1160], [3.3138, 8.0862, -1.8818], [1.0920, 2.3310, -0.2605], [1.8526, 1.7476, -1.7519], [4.4361, 9.2483, -3.7956], [4.3266, 10.9722, -4.1450], [2.8066, 6.5351, -1.2212], [1.3579, -7.6764, 3.5189], [-4.6207, -2.1730, -0.1859], [3.4384, 7.2644, 1.0638], [0.3655, 3.3025, -3.0759], [-4.2270, -0.6386, -0.9750], [-4.1421, -1.1697, 2.0345], [-8.2837, -7.6893, 0.4117], [2.0684, 3.4289, -1.2331], [-8.9838, -6.0528, 0.4233], [6.5956, 3.9670, -7.2598], [5.8194, 2.4721, -6.7066], [5.7931, 10.3139, -3.4050]], "energy_ha": -5191.8916, "largest_force_ev_per_a": 1.01, "total_charge": -1, "lumo_energy_ha": 0.0506, "gap_ev": 3.505}



# 2
{"formula": "C32H46N3O2PtS", "method": "wB97M-V/def2-TZVPD", "elements": ["Pt", "S", "O", "O", "N", "N", "N", "C", "C", "C", "C", "C", "C", "C", "C", "C", "C", "C", "C", "C", "C", "C", "C", "C", "C", "C", "C", "C", "C", "C", "C", "C", "C", "C", "C", "C", "C", "C", "C", "H", "H", "H", "H", "H", "H", "H", "H", "H", "H", "H", "H", "H", "H", "H", "H", "H", "H", "H", "H", "H", "H", "H", "H", "H", "H", "H", "H", "H", "H", "H", "H", "H", "H", "H", "H", "H", "H", "H", "H", "H", "H", "H", "H", "H", "H"], "xyz": [[-0.8157, -18.0771, 6.8117], [-1.9182, -16.5693, 5.4973], [-2.2211, -18.7689, 7.9923], [0.8500, -17.6993, 5.9222], [0.3152, -19.4238, 7.7072], [-4.0470, -14.9478, 5.6213], [-3.8811, -16.1034, 7.4085], [-4.9021, -15.2479, 7.6072], [3.4920, -17.1211, 4.7267], [0.2323, -21.8549, 12.8513], [6.4090, -19.9532, 8.1069], [-2.4381, -20.1960, 9.9028], [3.2585, -18.0730, 5.9303], [0.1164, -21.2630, 9.3828], [2.6197, -17.5944, 3.5336], [-4.1391, -18.3309, 10.3344], [-0.5568, -21.6622, 10.5213], [3.9566, -19.6888, 7.6466], [0.0465, -22.6393, 11.5227], [-3.6807, -14.4295, 4.3071], [-0.9543, -23.8144, 11.6984], [3.1318, -15.6813, 5.0945], [-3.3321, -15.9164, 6.2114], [4.8771, -22.0697, 7.7985], [-1.8404, -21.1125, 10.7109], [-4.9954, -14.5078, 6.4610], [-0.3447, -20.1442, 8.6063], [4.2467, -18.8043, 6.5987], [1.3908, -23.1528, 11.1809], [1.9283, -18.3288, 6.3774], [-4.5679, -20.6920, 11.2608], [-3.9036, -19.8553, 10.1187], [1.6290, -19.2734, 7.4405], [-4.6863, -20.2747, 8.8181], [4.8181, -20.3972, 9.8121], [-1.7126, -19.6871, 8.7701], [5.0458, -20.6225, 8.3209], [2.6616, -19.8327, 8.1161], [4.9440, -17.1372, 4.2670], [0.8693, -20.9556, 12.7069], [-4.2934, -21.2590, 8.4757], [-5.6218, -20.5518, 11.2464], [-0.7662, -24.2046, 12.7223], [2.8693, -16.8943, 2.7353], [2.4158, -20.5464, 8.8580], [5.5857, -16.6594, 5.0606], [-4.1097, -20.4673, 12.2228], [-2.7289, -13.9296, 4.3136], [-5.7271, -20.3401, 8.9853], [5.0218, -16.4682, 3.4199], [3.8303, -22.3835, 7.8529], [1.4734, -23.7075, 10.2299], [6.8858, -20.1411, 7.1709], [-5.5156, -15.2422, 8.4903], [5.3135, -18.0955, 3.9387], [-5.6441, -13.7190, 6.0630], [2.9258, -18.6835, 3.3626], [5.2424, -18.6712, 6.3254], [5.5777, -20.9443, 10.3578], [5.5356, -22.7202, 8.3956], [7.0823, -20.3573, 8.8651], [1.6534, -23.9076, 11.9372], [4.8853, -19.2639, 10.0528], [-3.4384, -16.6322, 8.1450], [-3.8231, -17.7519, 9.4907], [-3.5778, -15.3375, 3.6094], [-3.7921, -17.8655, 11.2654], [-4.4036, -21.7594, 11.0760], [6.3146, -18.8707, 8.1789], [-4.4597, -13.7544, 4.0017], [-0.7155, -24.5253, 10.9106], [3.5359, -15.3785, 6.0422], [-4.5494, -19.5627, 8.0337], [0.6860, -22.4372, 13.7009], [1.0515, -21.6302, 9.0953], [3.6757, -15.0260, 4.4071], [-0.8112, -21.5087, 13.1370], [3.8403, -20.7002, 10.1875], [5.2180, -22.2116, 6.7294], [-5.2267, -18.1063, 10.3375], [2.1023, -15.4395, 5.0399], [2.1754, -22.4099, 11.1573], [1.5638, -17.5351, 3.7966], [-2.3974, -21.4219, 11.5820], [-1.9430, -23.3995, 11.5906]], "energy_ha": -2078.9170, "largest_force_ev_per_a": 2.94, "de_lowest_kcal_mol": 31.5, "total_charge": 1, "spin_multiplicity": 3, "lumo_energy_ha": [-0.0846, -0.2396], "gap_ev": [7.301, 3.071]}



# 3
{"formula": "C32H47AsClF6MnN4O6S3", "method": "wB97M-V/def2-TZVPD", "elements": ["As", "Mn", "Cl", "S", "S", "S", "F", "F", "F", "F", "F", "F", "O", "O", "O", "O", "O", "O", "N", "N", "N", "N", "C", "C", "C", "C", "C", "C", "C", "C", "C", "C", "C", "C", "C", "C", "C", "C", "C", "C", "C", "C", "C", "C", "C", "C", "C", "C", "C", "C", "C", "C", "C", "C", "H", "H", "H", "H", "H", "H", "H", "H", "H", "H", "H", "H", "H", "H", "H", "H", "H", "H", "H", "H", "H", "H", "H", "H", "H", "H", "H", "H", "H", "H", "H", "H", "H", "H", "H", "H", "H", "H", "H", "H", "H", "H", "H", "H", "H", "H", "H"], "xyz": [[-2.4832, 0.5513, -1.1512], [-0.0894, 0.7084, -2.0960], [-3.7521, 4.7369, 1.1554], [2.4467, 2.0966, -3.4415], [0.3952, -1.0361, -4.7192], [0.1142, 3.6051, -3.3362], [3.6527, 3.1964, -1.4195], [-1.2910, 4.5019, -1.3390], [0.4397, 3.3177, -0.7790], [4.7627, 1.6239, -2.4179], [0.6942, 5.3615, -1.4722], [4.5799, 3.5771, -3.3430], [2.7998, 1.4997, -4.6805], [-0.4139, -0.9557, 3.4343], [-0.5811, 2.2942, -3.1804], [-0.4491, -0.7490, -3.4384], [-0.5144, 4.5174, -4.2091], [1.8619, 1.1675, -2.4351], [1.6394, 3.4323, -3.5416], [0.7918, -2.1477, 0.8096], [1.2929, -1.0389, 1.3977], [0.4341, -0.3649, -0.4646], [-3.8597, 0.1266, 1.3334], [2.9181, -1.9367, -4.5162], [-2.6947, 3.7851, 2.1539], [2.7823, -1.5868, 5.4009], [0.5585, -1.0784, 6.3783], [-0.0188, 4.2738, -1.6243], [-0.7332, -2.0036, -5.6990], [-0.0930, 1.5225, 4.7178], [0.2896, -1.7143, -0.3107], [1.2709, -1.6008, 5.1277], [0.8263, -3.0575, 4.9198], [-2.4519, 0.3319, 0.7783], [1.0722, 0.0218, 0.6432], [0.9274, -0.7430, 3.8647], [-1.3211, 3.9062, 2.0070], [4.6375, -5.0319, -3.1623], [1.5875, -2.2362, -4.2455], [3.8963, -2.8494, -4.1577], [-3.7936, 2.6087, -2.8940], [1.0856, 0.7744, 4.0756], [-3.7024, 2.0297, -1.4884], [-3.2092, -1.0952, -1.8925], [-3.8286, -0.9394, -3.2748], [3.9826, 2.6782, -2.5964], [-0.9941, 2.2667, 3.7631], [1.9037, -1.1550, 2.7200], [1.2295, -3.4229, -3.6126], [3.5661, -4.0469, -3.5260], [-3.2308, 2.9318, 3.1033], [-2.3763, 2.1759, 3.8929], [2.2211, -4.3150, -3.2535], [-0.4826, 3.1479, 2.8113], [-0.9183, 4.6248, 1.3068], [3.1802, -1.0058, -5.0024], [-2.7960, 1.5182, 4.6451], [-0.6344, -1.8860, 3.5631], [-0.1654, -2.3519, -1.0498], [-4.7056, -0.2942, -3.2513], [2.8008, -0.5385, 2.7402], [-1.8110, -0.5199, 1.0054], [-4.4909, 1.0012, 1.1809], [0.5892, 3.2925, 2.7257], [-1.5380, -1.3433, -6.0163], [-3.7861, -0.0392, 2.4074], [-4.3550, -0.7430, 0.9010], [-2.3914, -1.8154, -1.9004], [0.9043, -0.0851, 6.6656], [-3.9526, 1.8474, -3.6548], [0.1914, -3.6554, -3.4058], [-0.1834, -2.3629, -6.5681], [1.2050, -3.6649, 5.7415], [-4.6611, 1.6046, -1.1731], [-4.3032, 2.8732, 3.2328], [-2.9069, 3.1758, -3.1596], [1.1976, -3.5052, 3.9954], [-1.9815, 1.2235, 1.1997], [-0.2618, -3.1676, 4.9468], [-3.9441, -1.4335, -1.1597], [0.7720, -1.7482, 7.2120], [-4.1533, -1.9148, -3.6370], [5.4102, -4.5577, -2.5566], [3.3625, -2.0954, 4.6297], [2.2020, -2.1960, 2.7840], [1.2924, 1.2380, 3.1068], [4.9338, -2.6293, -4.3761], [0.3105, 2.2535, 5.4233], [-0.7060, 0.8443, 5.3027], [2.9767, -2.1120, 6.3359], [1.9533, -5.2446, -2.7674], [1.3778, 1.0267, 0.8836], [3.1747, -0.5757, 5.5174], [4.2346, -5.8778, -2.6096], [-1.1169, -2.8362, -5.1130], [-3.4347, 2.7910, -0.7526], [5.1220, -5.4136, -4.0621], [1.9919, 0.9297, 4.6617], [-3.1146, -0.5323, -3.9900], [-0.5240, -1.0534, 6.2487], [-4.6431, 3.2906, -2.9274]], "energy_ha": -7558.2696, "largest_force_ev_per_a": 0.12, "de_lowest_kcal_mol": 0.0, "total_charge": 2, "spin_multiplicity": 5, "lumo_energy_ha": [-0.3014, -0.2103], "gap_ev": [5.241, 7.720]}